(1)
15
Properties=species:S:1:pos:R:3 method="wB97M-V/def2-TZVPD" smiles="C=C[C@@H](N)CO" e_tot_ev=-7827.2638 molar_mass_g_mol=87.1 e_above_lowest_kj_mol=487.8 e_homo_ev=-9.0
H -2.370 -0.391 1.031
C 1.303 0.371 0.318
O 2.108 -0.840 -0.066
N -0.688 1.567 -0.149
C -0.587 -0.855 -0.646
H -0.132 -1.775 -1.153
C -1.659 -1.136 0.354
C 0.071 0.461 -0.638
H 1.881 1.290 0.065
H -1.793 1.370 -0.427
H -2.051 -2.179 0.316
H 0.978 0.315 1.409
H 3.120 -0.425 0.165
H 0.299 0.608 -1.649
H -0.478 1.619 1.070

(2)
126
Properties=species:S:1:pos:R:3 method="wB97M-V/def2-TZVPD" e_tot_ev=-102969.6333 molar_mass_g_mol=967.9 e_homo_ev=-8.0
C -2.538 -3.503 2.307
H -1.262 4.231 -0.111
H -0.222 1.128 -8.789
O 1.746 1.727 -2.085
H -2.833 3.646 4.498
H 10.936 1.496 6.221
O 0.268 0.548 -0.747
H 1.188 -6.356 -5.290
O -5.733 -1.906 -2.499
C -2.490 4.473 3.876
C 10.692 -0.587 3.589
O -0.192 -7.951 -4.003
H 4.168 -3.493 -1.206
H -8.311 -0.678 -0.215
H 4.406 4.446 3.679
O -1.798 -0.277 -0.663
H -8.935 -4.343 0.650
H -3.210 3.466 -5.093
C 1.213 4.354 3.180
C 3.771 -4.179 -1.954
C -6.348 0.878 0.562
C -2.940 5.851 -6.103
H 11.548 0.480 7.503
H 0.021 5.092 4.835
N -0.731 -7.280 -4.786
O -3.966 4.871 -1.325
H 9.814 0.989 1.678
H -4.018 -6.572 -0.387
H 0.225 0.786 -7.026
H -4.833 -5.260 -1.217
H -3.163 4.714 3.053
C -0.669 -0.252 -1.096
H -1.607 4.375 -1.832
H -2.817 -1.716 4.107
C -8.135 -4.289 1.388
C -0.067 -0.975 -2.365
O 2.305 4.573 4.024
H 4.498 -4.917 -2.293
H -3.485 3.516 -6.896
H 5.124 0.206 3.358
O -6.631 -0.507 0.985
H -2.104 1.413 -5.888
C -1.755 2.375 -6.263
O 1.746 -4.371 -0.668
O -6.636 -1.818 -4.449
C 0.150 -6.324 -5.622
C 4.165 0.364 3.852
H -0.848 2.461 -5.664
H -2.086 -1.130 2.674
C 11.126 0.459 6.498
H -3.410 5.735 -5.126
Mg -4.992 -2.271 0.413
H -2.426 -4.055 3.241
H -1.218 0.218 -7.860
H 12.229 1.089 3.809
O -2.046 4.720 -6.372
C -3.931 -5.521 -0.663
H -1.970 -5.022 0.949
C -0.542 1.065 -7.749
O -3.926 -4.482 0.424
C 3.618 1.020 -0.911
H 8.953 1.980 2.789
O 4.091 -2.009 3.686
O -7.577 -3.004 1.178
C -3.042 -1.475 3.068
H -3.781 5.760 -6.790
H 3.266 -3.645 -2.759
C 3.474 4.828 3.262
H -9.536 -2.297 1.038
H -7.341 -5.027 1.268
H 1.176 5.062 2.351
H 3.535 0.866 3.117
H 10.715 1.943 2.793
H -0.182 -5.311 -5.395
H -0.988 5.832 -0.886
N -3.001 5.482 -0.787
O -1.871 -7.244 -5.066
O -1.221 4.357 3.184
H 3.438 4.272 2.325
C -1.587 4.922 -0.889
O -5.519 -0.199 -3.689
O 2.474 -0.988 4.633
H -1.600 -3.059 1.973
N 3.535 -0.948 4.058
O 2.712 0.078 -0.741
O 9.678 0.372 3.754
O 4.740 1.087 -0.412
C -2.758 3.483 -6.084
H 10.723 -1.047 2.602
H 0.139 -6.557 -6.687
H -3.767 -0.662 3.051
H -2.429 6.813 -6.098
O 3.357 3.242 -1.946
H -5.272 1.032 0.481
H 10.181 -0.082 6.451
H -8.632 0.191 1.121
O 12.165 -0.084 5.603
H 4.186 0.982 4.750
H 10.443 -1.350 4.327
H -6.744 1.614 1.262
B 1.500 0.416 -1.531
C -8.539 -2.008 1.370
O -3.613 -2.599 2.330
O 2.773 -6.143 -1.339
H 3.566 5.859 2.920
O -1.300 2.290 -7.620
C 2.921 2.185 -1.671
H -8.639 -4.455 2.340
N -5.975 -1.321 -3.529
H 0.021 3.458 4.680
O -0.671 -1.740 -3.070
H -2.519 5.191 4.695
O 1.207 -0.529 -2.582
H -3.190 -5.550 2.160
H 1.401 3.396 2.696
C 9.821 1.325 2.715
H -3.050 -5.342 -1.279
O -2.998 6.590 -0.242
C 11.979 0.077 4.128
H 12.855 -0.420 3.710
H -6.711 1.266 -0.390
H -8.791 -1.824 2.415
N 2.645 -4.969 -1.272
C -2.902 -4.769 1.456
C -8.021 -0.666 0.836
C -0.042 4.343 4.046

(3)
103
Properties=species:S:1:pos:R:3 method="wB97M-V/def2-TZVPD" smiles="NC(N)=O.NC(N)=O.NC(N)=O.NC(N)=O.NC(N)=O.CCO.CCO.CCO.CCO.CCO.CCO.CCO" e_tot_ev=-60183.2571 molar_mass_g_mol=622.8 e_above_lowest_kj_mol=86.3 e_homo_ev=-9.4
H -1.828 17.583 9.601
O -0.007 17.603 13.619
C 1.795 11.828 10.770
C 0.556 12.178 14.577
H -1.651 12.748 12.720
O 1.563 15.496 14.519
H -0.469 20.555 12.408
O 0.008 11.122 14.212
C 1.359 11.242 9.491
O -1.605 15.750 15.805
C 0.355 19.072 8.471
H -4.240 18.639 10.717
H -4.118 11.055 12.146
H -2.587 17.415 16.568
C -2.837 16.470 15.979
C -0.059 18.851 13.530
C -3.260 16.860 14.589
H -0.940 23.007 16.081
C -4.310 20.191 12.091
H 0.751 14.272 11.254
H 0.990 12.422 11.210
H -5.102 14.815 6.784
H -0.722 19.061 11.624
H -1.563 15.497 14.868
O -1.751 15.952 10.084
H 2.353 11.509 13.970
H -3.667 15.995 14.104
H -2.189 21.733 13.478
N 1.861 12.352 14.305
H -5.736 14.794 10.144
H 3.149 15.077 15.608
C 2.700 16.013 15.272
H -0.193 13.288 9.382
H -1.945 24.477 15.629
O -2.417 10.258 12.964
H 0.286 13.997 15.690
O -1.247 21.887 13.650
N -5.393 19.654 12.653
H -0.269 23.638 13.827
C -1.162 18.990 8.333
H 0.589 19.190 15.508
H -2.942 19.809 10.589
H 0.227 20.640 14.651
C -6.042 16.182 11.607
H 2.292 16.498 16.175
C 3.685 16.711 14.373
C -0.936 15.036 10.155
H -3.692 11.782 13.755
H -3.065 15.225 8.791
H 4.588 16.938 14.973
H 0.568 15.915 11.343
C -3.341 11.359 12.814
H -5.661 20.084 13.535
N -3.876 19.571 10.946
H 0.721 19.788 9.190
N -0.164 13.233 15.161
H -5.212 17.115 6.596
H -4.008 15.849 11.187
O -6.725 16.759 12.404
H 3.182 17.564 14.061
N -4.670 16.474 11.660
H -2.732 22.986 15.697
H 0.856 19.264 7.512
H -1.596 10.675 13.270
C -4.687 16.837 7.456
H 0.893 16.197 14.488
H 2.349 13.121 14.688
H -2.266 12.118 11.113
H -2.340 17.140 14.024
N 0.242 15.090 10.930
H 0.486 10.615 9.554
C -1.728 23.424 15.463
H -1.003 12.866 15.610
H 1.954 11.015 11.403
O -1.673 18.558 9.626
H 0.685 18.111 8.840
H -1.907 13.760 9.005
O -3.814 14.735 8.331
H 2.168 10.570 9.109
H -3.578 15.415 6.280
H -1.877 23.759 13.243
N -0.336 19.593 12.402
H 3.884 15.962 13.620
H 2.688 12.457 10.751
H -5.697 18.684 12.444
H -3.876 17.519 7.714
N 0.365 19.626 14.617
N -1.040 13.836 9.499
H -3.577 15.907 16.497
H -3.099 13.420 11.946
C -4.294 15.383 7.165
H -1.544 19.994 8.071
H 1.818 12.435 7.934
H -5.394 16.747 8.303
C -1.299 23.221 14.017
H -4.076 17.620 14.605
C -2.544 12.491 12.092
H -7.361 15.168 10.575
O 1.060 12.185 8.443
H -4.269 16.978 12.388
O -3.652 21.098 12.671
N -6.354 15.374 10.587
H -1.551 18.315 7.511

(4)
14
Properties=species:S:1:pos:R:3 method="wB97M-V/def2-TZVPD" e_tot_ev=-18161.4581 molar_mass_g_mol=108.2 e_above_lowest_kj_mol=69.7 spin_multiplicity=2 e_homo_ev="-14.5 / -14.4" charge=+1
H -2.355 -0.680 -0.725
C -1.799 -0.308 0.127
H -2.715 -1.998 1.001
H -2.716 -0.595 2.059
O 2.144 2.109 -1.549
H -1.247 -1.530 1.955
H 0.067 -0.679 -1.418
H 3.805 1.139 -2.073
H 2.578 1.065 0.463
C 3.058 1.358 -1.312
H -2.014 0.752 0.322
S -0.033 -0.298 -0.124
O 3.337 0.865 -0.104
C -2.111 -1.198 1.380

(5)
19
Properties=species:S:1:pos:R:3 method="wB97M-V/def2-TZVPD" e_tot_ev=-43766.5050 molar_mass_g_mol=163.0 e_above_lowest_kj_mol=11.7 spin_multiplicity=7 e_homo_ev="-23.3 / -24.7" charge=+3
H -15.389 -5.745 17.807
H -15.918 -4.428 17.281
H -15.908 -7.044 13.979
Mn -17.548 -6.730 16.365
H -19.058 -5.010 17.958
H -18.878 -8.706 15.056
H -19.487 -6.414 18.330
O -18.956 -5.927 17.700
H -15.870 -8.790 17.251
O -16.104 -5.367 17.295
O -18.154 -5.293 15.004
O -18.909 -8.253 15.899
H -18.985 -4.854 15.184
H -15.687 -8.268 14.842
H -19.739 -8.528 16.289
H -17.828 -4.875 14.207
H -17.054 -8.818 18.194
O -16.644 -8.289 17.510
O -16.088 -7.399 14.850

(6)
8
Properties=species:S:1:pos:R:3 method="wB97M-V/def2-TZVPD" e_tot_ev=-22789.4233 molar_mass_g_mol=81.2 e_above_lowest_kj_mol=17.9 e_homo_ev=-2.7 charge=-1
S 2.321 0.623 1.316
S -0.763 1.071 -0.436
H -2.034 -0.992 0.158
H 3.328 1.170 0.645
H -1.502 -0.925 -1.473
H 0.167 1.024 0.498
H -0.329 -1.303 -0.245
C -1.189 -0.668 -0.463

(7)
90
Properties=species:S:1:pos:R:3 method="wB97M-V/def2-TZVPD" e_tot_ev=-114221.9914 molar_mass_g_mol=836.5 e_above_lowest_kj_mol=63.8 e_homo_ev=-2.2 charge=-2
H 2.589 -5.564 2.450
C -2.561 -2.863 -2.844
C -0.083 1.212 5.406
C -0.722 2.055 6.312
P 0.803 -2.141 -0.689
H -3.141 -1.077 3.902
C 1.627 2.158 -5.060
H 2.475 0.221 -0.708
H -3.006 5.421 2.171
C 0.927 -6.275 -0.396
C -1.477 3.111 5.878
C -0.984 2.494 3.577
C -3.825 0.798 1.149
O 0.150 0.496 -1.538
C -0.076 2.030 -3.352
C 1.612 -6.494 0.789
C -1.790 3.684 1.772
H -4.084 1.710 -0.819
H -2.923 -2.754 -4.960
C -1.625 3.364 4.497
H -5.322 -0.165 4.599
C 2.434 -1.789 -1.464
C -0.590 1.352 -2.111
C 3.127 -2.737 -2.216
H 2.762 -3.341 2.939
N 1.950 1.987 0.768
O 2.864 -1.015 2.644
C -0.289 -2.440 -2.128
C -0.161 1.363 4.007
H 1.382 3.709 -6.527
C -2.368 4.437 3.960
H 4.649 0.767 -1.678
C -5.636 0.947 2.781
H -0.578 -2.168 -5.496
H -1.640 3.469 -3.483
C 4.353 -2.426 -2.787
C -5.075 1.274 1.561
H 4.880 -3.171 -3.372
H -0.611 1.867 7.371
C 4.905 -1.164 -2.601
H 0.161 -4.824 -1.756
C -1.623 -2.731 -1.834
Ca -0.261 0.683 0.893
O -1.984 -0.655 1.654
H -5.608 1.943 0.891
H 2.552 1.788 -5.485
O 0.426 0.612 3.180
C 2.060 -5.406 1.517
C 4.228 -0.217 -1.845
H 1.793 -7.500 1.148
C 0.972 3.235 -5.642
H 2.706 -3.727 -2.353
H -2.872 5.116 4.634
C 2.997 -0.530 -1.283
H -6.597 1.349 3.077
C -3.344 1.264 -0.143
N -1.100 2.674 2.241
H 2.547 -0.130 2.403
H 0.566 -7.109 -0.986
C -3.094 -0.113 1.993
C 1.146 -3.864 -0.116
H -3.592 -3.079 -2.594
C -4.918 0.095 3.626
H 5.172 2.664 0.498
C -3.701 -0.421 3.246
C 2.910 2.626 0.674
C 1.105 1.562 -3.920
N -1.792 1.752 -1.741
C 0.701 -4.978 -0.831
C -2.443 4.605 2.606
C 2.360 -3.042 1.971
H -0.713 4.559 -5.519
B 4.251 3.461 0.542
C 1.843 -4.094 1.089
C -0.204 3.711 -5.075
H 4.188 4.107 -0.488
C -2.186 -2.675 -4.169
H 1.611 0.736 -3.436
N -2.128 1.199 -0.522
H -1.931 -2.818 -0.796
C -0.726 3.113 -3.938
Cl -2.253 4.152 7.056
N 2.338 -1.812 1.659
H 5.866 -0.922 -3.040
C 0.071 -2.236 -3.456
Cl 0.868 -0.106 6.032
H 4.347 4.184 1.514
H 1.088 -1.961 -3.702
H -1.855 3.767 0.692
C -0.872 -2.352 -4.470

(8)
18
Properties=species:S:1:pos:R:3 method="wB97M-V/def2-TZVPD" smiles="C[C@]12O[C@@H]1C=C[C@@H]1N[C@@H]12" e_tot_ev=-10935.1923 molar_mass_g_mol=123.2 e_above_lowest_kj_mol=735.4 e_homo_ev=-9.2
C 0.959 -0.572 1.458
N -1.733 -1.000 0.412
C 0.626 -0.621 -0.099
C -0.925 1.409 0.356
H 1.627 -1.458 1.650
H -2.514 -1.812 0.183
C -1.613 0.186 -0.460
H -0.924 -1.524 -1.451
C -0.685 -0.859 -0.683
C 0.369 1.737 0.057
H 1.553 0.313 1.979
C 1.064 0.582 -0.697
H -0.134 -0.639 1.992
H 0.811 0.714 -1.712
O 2.014 -0.643 -0.657
H -1.446 2.129 0.973
H -2.423 0.502 -1.158
H 0.702 2.744 0.318

(9)
17
Properties=species:S:1:pos:R:3 method="wB97M-V/def2-TZVPD" e_tot_ev=-10806.9775 molar_mass_g_mol=115.1 e_above_lowest_kj_mol=529.2 e_homo_ev="-7.0 / -7.0"
H -0.296 -0.826 -0.704
N 2.248 -0.572 -0.758
C 4.370 0.018 0.463
H -3.294 0.863 -0.239
H -1.761 -1.682 0.655
H 5.362 -0.275 0.459
C -2.968 -0.152 -0.217
H 4.187 -1.015 -1.161
H -2.631 -0.454 -1.250
H 4.093 0.592 1.376
H -3.956 -0.668 0.083
N 1.407 -0.055 0.246
C 0.115 -0.175 0.091
N 3.590 -0.497 -0.460
O -0.807 0.231 0.998
H -2.302 -0.546 1.926
C -2.070 -0.636 0.869

(10)
30
Properties=species:S:1:pos:R:3 method="wB97M-V/def2-TZVPD" e_tot_ev=-40599.6930 molar_mass_g_mol=506.1 e_above_lowest_kj_mol=0.0 e_homo_ev=-8.5
C -2.579 2.121 -0.519
H -1.280 -1.626 0.281
H -4.052 0.954 -1.457
F 4.483 -0.093 1.527
C 4.059 -0.375 0.294
H -1.916 2.220 -1.378
F 0.809 -1.968 1.226
F 2.369 0.004 -2.031
F 2.374 -1.313 2.537
F 4.723 -1.465 -0.119
H -2.286 2.037 1.521
Au 0.087 1.220 0.711
H -2.474 -0.969 1.169
H -3.290 2.951 -0.555
F 2.577 -2.099 -1.584
F 2.777 -2.830 1.055
H -1.875 -0.320 -1.630
C 2.503 -0.553 0.280
F 0.709 -1.090 -1.219
O 1.998 0.644 0.656
C -3.372 0.825 -0.611
H -3.278 -1.254 -1.127
C 2.046 -0.947 -1.156
F 4.421 0.635 -0.495
N -1.736 2.265 0.698
H -1.467 3.239 0.796
C 2.124 -1.684 1.285
H -4.021 0.723 0.267
N -1.845 -0.794 0.392
C -2.589 -0.460 -0.814